9 unconnected molecules or ions with the total composition C36H73Cl2IN20O10S2, computed with the ωB97M-V functional and the def2-TZVPD basis.

The multiplicity is 1. The calculation puts the HOMO-LUMO gap at 7.9 eV.

Last column: Löwdin charge in e.
Element x y z (Å)
1 H -3.2069 -5.1835 5.5438  0.059
2 N -3.2433 -4.1545 5.4348  0.095
3 C -2.0273 -3.7237 5.3142  -0.221
4 C -1.6802 -2.1949 5.1258  -0.253
5 C -1.5228 -1.7443 3.5987  -0.619
6 I -1.2227 0.4482 3.8402  0.985
7 N -2.7007 -1.9524 2.7674  -0.142
8 C -2.6317 -1.2456 1.4648  -0.205
9 C -2.9968 -2.1779 0.2244  -0.063
10 C -3.2611 -3.1362 -0.4963  0.077
11 C -3.9797 -1.5496 3.3703  -0.233
12 C -5.2646 -1.9637 2.4905  -0.201
13 C -5.1912 -3.5439 2.3564  -0.494
14 S -6.6861 -4.3160 1.5947  0.816
15 C -6.1161 -5.9605 0.9339  -0.981
16 S -5.5145 -7.0145 2.0947  0.626
17 N -6.1735 -6.2460 -0.4714  -0.192
18 C -5.9382 -7.6786 -0.7793  -0.282
19 C -4.3782 -8.0604 -0.8875  -0.111
20 C -7.4560 -5.7268 -1.0369  -0.253
21 C -7.2938 -4.2688 -1.7077  -0.100
22 C -0.1298 -2.2954 2.9074  -0.614
23 Cl 1.0278 -3.0214 4.1902  0.689
24 C -0.3651 -3.5099 1.9220  -0.201
25 O -1.3184 -4.4933 2.4222  -0.218
26 C -0.6477 -5.7175 2.7741  -0.123
27 O 0.5593 -1.1417 2.4278  -0.326
28 C 1.4639 -1.1958 1.3600  -0.713
29 Cl 2.7845 -2.4558 1.3389  0.706
30 C 2.2926 0.2005 1.4571  -0.084
31 C 2.9187 1.2671 1.4938  0.112
32 C 0.8343 -1.1487 -0.1214  -0.150
33 C 1.9049 -0.6547 -1.2316  -0.188
34 C 1.6424 0.8551 -1.7012  -0.168
35 C 0.5157 0.9956 -2.8143  -0.143
36 N -0.6169 1.7579 -2.1810  -0.192
37 C -1.8084 1.0328 -1.9826  -0.085
38 C -2.6974 2.0414 -1.3193  -0.090
39 C -1.9062 3.3270 -1.1637  -0.081
40 C -0.5394 3.1048 -1.7459  -0.059
41 H -1.1954 -4.4886 5.3797  0.095
42 H -0.8160 -1.8405 5.7768  0.086
43 H -2.5585 -1.6467 5.6117  0.101
44 H -1.6197 -0.8280 1.1998  0.075
45 H -3.3553 -0.3665 1.3874  0.124
46 H -3.6552 -4.0641 -0.9920  0.076
47 H -4.2199 -2.0389 4.3714  0.110
48 H -4.1017 -0.4291 3.5566  0.102
49 H -6.2106 -1.7411 3.0894  0.123
50 H -5.3261 -1.4079 1.5116  0.102
51 H -4.2745 -3.9285 1.8256  0.061
52 H -5.1250 -3.9489 3.4225  0.069
53 H -6.5058 -8.3988 -0.1031  0.110
54 H -6.3489 -7.8751 -1.8260  0.115
55 H -3.7594 -7.2232 -1.3276  0.074
56 H -4.3445 -8.9031 -1.6601  0.073
57 H -3.9662 -8.4965 0.0646  0.042
58 H -8.2623 -5.7266 -0.2270  0.109
59 H -7.8838 -6.3791 -1.8662  0.119
60 H -8.2948 -3.7585 -1.6064  0.076
61 H -6.8912 -4.3160 -2.7592  0.073
62 H -6.5286 -3.6849 -1.0970  0.037
63 H -0.6996 -3.2528 0.8795  0.108
64 H 0.6031 -4.1039 1.8068  0.092
65 H 0.0907 -5.5862 3.6230  0.066
66 H -1.4450 -6.4317 3.1458  0.104
67 H -0.1150 -6.1813 1.8897  0.102
68 H 3.4018 2.2602 1.6806  0.056
69 H 0.5288 -2.1811 -0.4874  0.109
70 H -0.0139 -0.3917 -0.1983  0.119
71 H 1.7237 -1.2824 -2.1708  0.113
72 H 2.9723 -0.8589 -0.9363  0.067
73 H 1.4534 1.5015 -0.7979  0.092
74 H 2.6379 1.2013 -2.1446  0.108
75 H 0.9377 1.6459 -3.6477  0.112
76 H 0.1859 0.0302 -3.2876  0.116
77 H -1.9669 -0.0369 -2.2688  0.107
78 H -3.7451 1.8421 -0.9740  0.075
79 H -2.1987 4.3041 -0.6980  0.070
80 H 0.3553 3.7824 -1.8147  0.122
81 N 2.6232 3.9591 3.9631  0.154
82 C 2.6856 5.1972 3.4044  -0.690
83 N 3.8206 5.8897 3.6735  0.165
84 O 1.7858 5.6483 2.7126  0.015
85 H 3.3492 3.5681 4.5347  0.097
86 H 1.8022 3.4153 3.7836  0.096
87 H 3.9015 6.8128 3.2755  0.101
88 H 4.5698 5.5364 4.2392  0.096
89 N -0.2189 8.4289 0.5027  0.134
90 C -1.3743 7.7401 0.7217  -0.697
91 N -1.2179 6.5793 1.4027  0.169
92 O -2.4612 8.1393 0.3338  0.015
93 H 0.6859 8.1182 0.8133  0.107
94 H -0.2918 9.2981 0.0009  0.105
95 H -2.0464 6.0393 1.5857  0.104
96 H -0.3293 6.2370 1.7281  0.067
97 N -1.8987 -3.5427 -3.4486  0.158
98 C -2.6334 -4.2306 -4.3619  -0.696
99 N -1.9626 -4.5708 -5.4953  0.147
100 O -3.8047 -4.5207 -4.1785  0.014
101 H -0.9351 -3.2942 -3.5782  0.092
102 H -2.3639 -3.2739 -2.5963  0.034
103 H -2.4741 -5.0812 -6.1949  0.105
104 H -1.0007 -4.3420 -5.6652  0.093
105 N 0.5048 8.1638 -2.4897  0.158
106 C 1.7144 7.8368 -3.0128  -0.700
107 N 1.7747 7.8635 -4.3726  0.142
108 O 2.6742 7.5417 -2.3181  0.014
109 H -0.2958 8.4088 -3.0432  0.100
110 H 0.4205 8.1553 -1.4833  0.053
111 H 2.6551 7.6270 -4.7970  0.101
112 H 0.9987 8.1028 -4.9615  0.091
113 N 2.6506 0.8414 -7.1491  0.158
114 C 2.8888 0.8938 -5.8131  -0.687
115 N 3.8993 1.7226 -5.4474  0.163
116 O 2.2427 0.2434 -5.0024  0.003
117 H 3.1689 1.3656 -7.8299  0.099
118 H 1.9088 0.2372 -7.4593  0.107
119 H 4.1070 1.7880 -4.4651  0.103
120 H 4.4416 2.2633 -6.0964  0.105
121 N 8.5772 -0.2851 -4.4847  0.151
122 C 7.5035 -0.2516 -5.3163  -0.702
123 N 6.3117 -0.4575 -4.7045  0.158
124 O 7.6045 -0.0518 -6.5196  0.000
125 H 8.5106 -0.4491 -3.4950  0.068
126 H 9.4820 -0.1370 -4.8975  0.101
127 H 5.4899 -0.4414 -5.2839  0.085
128 H 6.2118 -0.6226 -3.7171  0.056
129 N 7.9367 -1.6367 0.1118  0.158
130 C 6.8645 -1.6061 -0.7203  -0.664
131 N 5.6677 -1.8076 -0.1182  0.157
132 O 6.9679 -1.4107 -1.9246  0.012
133 H 7.8719 -1.7951 1.1003  0.099
134 H 8.8423 -1.4907 -0.3009  0.108
135 H 4.8521 -1.7912 -0.7067  0.070
136 H 5.5543 -1.9686 0.8657  0.069
137 N 5.2302 9.1712 6.3917  0.146
138 C 4.1577 9.2112 5.5552  -0.704
139 N 2.9561 9.0341 6.1647  0.152
140 O 4.2662 9.3914 4.3532  0.016
141 H 5.1614 9.0242 7.3817  0.092
142 H 6.1385 9.2984 5.9788  0.105
143 H 2.1375 9.0568 5.5799  0.109
144 H 2.8461 8.8845 7.1506  0.093

=====

4 unconnected molecules or ions with the total composition C23H27O13P, computed with the ωB97M-V functional and the def2-TZVPD basis.

The multiplicity is 1. The calculation puts the HOMO-LUMO gap at 6.7 eV.

Last column: natural (NBO) charge in e.
Element x y z (Å)
1 O -2.9816 -6.1051 1.7000  -0.542
2 C -2.3108 -5.0923 1.6189  0.457
3 C -1.0148 -5.0134 0.9772  -0.385
4 C -0.3648 -3.8404 0.9563  0.323
5 O 0.8152 -3.6710 0.3837  -0.623
6 C -0.9383 -2.5946 1.5906  0.478
7 O -0.2566 -1.5889 1.5367  -0.540
8 C -2.2463 -2.6688 2.2136  -0.413
9 C -2.8921 -3.8412 2.2280  0.393
10 O -4.0912 -4.0154 2.7684  -0.658
11 H -0.6134 -5.9106 0.5282  0.245
12 H 1.0579 -2.7303 0.4943  0.512
13 H -2.6575 -1.7680 2.6466  0.247
14 H -4.3121 -4.9594 2.6337  0.512
15 O 6.7575 4.6108 -3.0227  -0.542
16 C 5.8461 5.3233 -2.6441  0.474
17 C 4.9510 4.9989 -1.5521  -0.398
18 C 3.9723 5.8580 -1.2326  0.334
19 O 3.1062 5.6518 -0.2550  -0.622
20 C 3.7672 7.1567 -1.9751  0.474
21 O 2.8395 7.8570 -1.6143  -0.540
22 C 4.6732 7.4888 -3.0565  -0.396
23 C 5.6528 6.6309 -3.3739  0.332
24 O 6.5293 6.8408 -4.3423  -0.624
25 H 5.1041 4.0679 -1.0251  0.245
26 H 2.5115 6.4274 -0.2513  0.509
27 H 4.5264 8.4254 -3.5750  0.245
28 H 7.1146 6.0586 -4.3517  0.509
29 O -5.6836 -1.0373 0.3410  -0.546
30 C -6.6069 -1.8307 0.3819  0.476
31 C -6.7241 -2.8990 1.3531  -0.405
32 C -7.7766 -3.7253 1.2887  0.330
33 O -7.9699 -4.7329 2.1269  -0.628
34 C -8.8498 -3.5841 0.2377  0.474
35 O -9.7556 -4.3965 0.2596  -0.540
36 C -8.7423 -2.5019 -0.7219  -0.395
37 C -7.6901 -1.6742 -0.6578  0.330
38 O -7.4999 -0.6600 -1.4867  -0.625
39 H -5.9495 -2.9935 2.1002  0.258
40 H -8.7997 -5.1643 1.8451  0.509
41 H -9.5212 -2.3997 -1.4639  0.245
42 H -6.6621 -0.2399 -1.2119  0.508
43 C 1.1738 -0.8050 -1.9355  -0.246
44 O 2.4790 -1.3373 -1.8472  -0.555
45 C 3.4707 -0.4923 -1.2933  -0.054
46 C 3.7610 -0.8461 0.1574  -0.438
47 C 2.6635 -0.4645 1.1754  -0.417
48 C 3.1312 0.5117 2.2547  -0.740
49 P 3.5404 2.2698 1.6038  0.646
50 H 0.4615 -1.5868 -1.6738  0.180
51 H 1.0277 0.0518 -1.2781  0.170
52 H 0.9587 -0.4881 -2.9594  0.172
53 H 3.2069 0.5614 -1.4244  0.162
54 H 4.3819 -0.6582 -1.8722  0.184
55 H 3.8822 -1.9308 0.1576  0.217
56 H 4.7139 -0.3950 0.4407  0.200
57 H 2.3441 -1.3733 1.6848  0.208
58 H 1.7958 -0.0296 0.6794  0.203
59 H 3.9721 0.1025 2.8207  0.204
60 H 2.3066 0.6433 2.9628  0.209
61 H 2.9214 1.9757 0.3536  -0.058
62 H 2.7278 2.8428 2.6286  -0.034
63 H 4.9443 2.0784 1.8202  -0.050
64 H 3.8216 3.6118 1.1477  -0.162

=====

2 unconnected molecules or ions with the total composition C4H7NOS, computed with the ωB97M-V functional and the def2-TZVPD basis.

The multiplicity is 1. The calculation puts the HOMO-LUMO gap at 8.5 eV. The calculation puts the energy above the lowest of the compared OMol25 structures with the same formula, charge and spin at 44.81 kcal/mol.

Last column: natural (NBO) charge in e.
Element x y z (Å)
1 C 1.1379 -0.2181 1.7587  -0.698
2 C 1.2903 0.3749 0.3306  0.517
3 O 0.5414 1.1645 -0.1686  -0.473
4 C 2.4296 -0.1457 -0.4635  0.152
5 N 3.2875 -0.5079 -1.1075  -0.243
6 H 1.1937 0.7573 2.4509  0.257
7 H 0.1654 -0.5323 1.7075  0.246
8 H 1.7766 -1.0664 1.9888  0.240
9 C -1.8586 -0.3294 -1.4287  -0.727
10 S -2.8166 0.3039 -0.0306  -0.070
11 H -2.4919 -1.0450 -2.0112  0.228
12 H -0.8933 -0.7819 -1.0102  0.204
13 H -1.6638 0.5255 -2.0274  0.226
14 H -2.0982 1.5005 0.0111  0.141

=====

C5H7N in the gas phase, computed with the ωB97M-V functional and the def2-TZVPD basis.

The multiplicity is 1. The calculation puts the HOMO-LUMO gap at 9.3 eV. The calculation puts the energy above the lowest of the compared OMol25 structures with the same formula, charge and spin at 8.65 kcal/mol.

Last column: natural (NBO) charge in e.
Element x y z (Å)
1 C 1.1810 0.6190 1.2959  -0.395
2 N 0.2079 0.3232 0.2667  -0.338
3 C -0.9727 -0.3202 0.5356  -0.070
4 C -1.4844 -0.8108 -0.6379  -0.306
5 C -0.5909 -0.4208 -1.6751  -0.291
6 C 0.4537 0.2477 -1.0826  -0.075
7 H 1.7975 -0.2649 1.5024  0.199
8 H 0.6542 0.8996 2.2133  0.209
9 H 1.8249 1.4482 0.9915  0.209
10 H -1.3591 -0.3533 1.5449  0.207
11 H -2.3682 -1.4311 -0.7154  0.222
12 H -0.7124 -0.5867 -2.7376  0.220
13 H 1.3686 0.6500 -1.5016  0.209

=====

Please write out number 3 again, unchanged.
2 unconnected molecules or ions with the total composition C4H7NOS, computed with the ωB97M-V functional and the def2-TZVPD basis.

The multiplicity is 1. The calculation puts the HOMO-LUMO gap at 8.5 eV. The calculation puts the energy above the lowest of the compared OMol25 structures with the same formula, charge and spin at 44.81 kcal/mol.

Last column: natural (NBO) charge in e.
Element x y z (Å)
1 C 1.1379 -0.2181 1.7587  -0.698
2 C 1.2903 0.3749 0.3306  0.517
3 O 0.5414 1.1645 -0.1686  -0.473
4 C 2.4296 -0.1457 -0.4635  0.152
5 N 3.2875 -0.5079 -1.1075  -0.243
6 H 1.1937 0.7573 2.4509  0.257
7 H 0.1654 -0.5323 1.7075  0.246
8 H 1.7766 -1.0664 1.9888  0.240
9 C -1.8586 -0.3294 -1.4287  -0.727
10 S -2.8166 0.3039 -0.0306  -0.070
11 H -2.4919 -1.0450 -2.0112  0.228
12 H -0.8933 -0.7819 -1.0102  0.204
13 H -1.6638 0.5255 -2.0274  0.226
14 H -2.0982 1.5005 0.0111  0.141